Formula: C3H4O2
Source: the OMol25 dataset
Level of theory: the ωB97M-V functional and the def2-TZVPD basis

Structure (XYZ):
```
9
Properties=species:S:1:pos:R:3:forces:R:3
C 1.0884 -0.5222 0.1616 -0.14 -0.25 -0.15
C -0.0570 0.2960 0.1247 0.19 -0.13 -0.01
O 0.1539 1.4129 0.7110 0.09 -0.08 0.01
C -1.4280 0.0191 -0.4318 -0.16 -0.33 -0.07
O -1.8702 -1.0947 -0.5569 0.25 0.47 0.10
H 1.2043 0.7092 1.0235 -0.16 0.00 -0.12
H 1.9183 -0.1394 -0.4362 -0.12 0.14 0.12
H 0.9897 -1.6056 0.1084 0.05 0.20 0.10
H -1.9993 0.9245 -0.7043 0.01 -0.01 0.02
```
Positions in Å, forces in eV/Å.

As for the orbital gap: 8.6872 eV. The electronic energy is -7266.954 eV. The total charge is 0. The energy above the lowest of the compared OMol25 structures with the same formula, charge and spin is 86.1 kcal per mole. The value obtained for the LUMO energy is -0.8 eV.

Atomic partial charges in e from the natural (NBO) method, atoms 1 to 8:
1. C -0.805
2. C 0.405
3. O -0.600
4. C 0.361
5. O -0.459
6. H 0.449
7. H 0.267
8. H 0.245